1.
Computed, not measured: an isolated molecule of C5H14N2S in a non-equilibrium geometry, with wB97M-V/def2-TZVPD.

The calculation puts the frontier orbital gap at 9.581 eV.

ORCA input file:
```
! wB97M-V def2-TZVPD RIJCOSX def2/J DEFGRID3
* xyz 0 1
N 1.448 -0.593 -2.045
C 0.248 -0.346 -1.211
C -0.623 0.643 -1.949
S -1.231 0.214 -3.565
C 0.621 0.234 0.199
N -0.084 -0.411 1.315
C 0.822 -0.586 2.471
C -1.210 0.452 1.729
H 2.000 -1.419 -1.792
H 2.163 0.034 -1.662
H -0.266 -1.301 -1.029
H -0.171 1.645 -2.011
H -1.538 0.597 -1.315
H -2.417 -0.408 -3.247
H 1.689 0.066 0.384
H 0.399 1.319 0.082
H 1.591 -1.360 2.274
H 1.336 0.315 2.756
H 0.168 -1.077 3.226
H -1.394 0.700 2.791
H -1.444 1.394 1.195
H -2.108 -0.112 1.405
*
```

These are the Mulliken partial charges, in e, on atoms 1 to 2: N -0.763; C 0.441

---

2.
Computed, not measured: a 2-piece molecular cluster, C5H14N2Si overall in a non-equilibrium geometry, with wB97M-V/def2-TZVPD.

The calculation puts the frontier orbital gap (spin up / spin down) at 8.102 / 8.479 eV.

ORCA input file:
```
! wB97M-V def2-TZVPD RIJCOSX def2/J DEFGRID3
* xyz 0 1
C 3.332 0.482 0.965
C -2.877 -0.140 -0.815
C -0.540 -1.334 1.082
C -0.820 1.656 0.271
C 0.131 -0.757 -1.694
N 2.325 0.345 -0.088
N 2.099 -0.730 -0.592
Si -1.001 -0.208 -0.302
H 2.936 0.331 1.943
H 3.624 1.537 0.834
H 4.193 -0.210 0.749
H -3.077 -1.048 -1.318
H -3.579 -0.068 0.060
H -3.230 0.668 -1.478
H -0.824 -2.353 0.630
H 0.442 -1.403 1.419
H -1.352 -1.149 1.834
H -0.079 1.855 1.106
H -0.557 2.192 -0.641
H -1.810 1.997 0.471
H 0.058 -0.018 -2.521
H 0.606 -1.644 -1.917
*
```

These are the Mulliken partial charges, in e, on atoms 1 to 2: C -0.692; C -1.156

---

3.
Computed, not measured: a 2-piece molecular cluster, C5H14N3 overall in a non-equilibrium geometry, with wB97M-V/def2-TZVPD.

The calculation puts the frontier orbital gap at 10.864 eV.

ORCA input file:
```
! wB97M-V def2-TZVPD RIJCOSX def2/J DEFGRID3
* xyz 1 1
C 0.481 1.648 1.936
C -0.016 0.435 1.781
C -1.867 -0.216 -0.758
C 0.017 -1.711 0.799
C 0.362 0.140 -1.773
N 1.639 0.666 -1.203
N -0.488 0.249 -0.617
N 0.097 -0.313 0.540
H 0.291 2.368 2.754
H 1.137 2.008 1.209
H -0.697 -0.180 2.324
H -2.474 -0.049 0.219
H -2.502 0.334 -1.583
H -1.928 -1.248 -0.959
H 0.488 -1.925 1.791
H -1.022 -1.896 0.854
H 0.456 -2.261 -0.004
H 0.099 0.798 -2.488
H 0.446 -0.913 -2.046
H 1.591 1.600 -1.070
H 2.517 0.375 -1.731
H 1.374 0.090 0.025
*
```

These are the Mulliken partial charges, in e, on atoms 1 to 2: C -0.808; C 0.094

---

4.
Computed, not measured: an isolated ion of composition C5H14N3 and charge +1 in a non-equilibrium geometry, with wB97M-V/def2-TZVPD.

The calculation puts the frontier orbital gap at 10.530 eV.

ORCA input file:
```
! wB97M-V def2-TZVPD RIJCOSX def2/J DEFGRID3
* xyz 1 1
C 1.731 -0.076 -2.346
C 0.602 -0.293 -1.327
C 0.181 1.154 -0.771
C -1.071 1.180 0.071
N -1.346 -0.976 3.075
C -1.608 -0.012 2.177
N -0.987 0.102 1.059
N 1.093 -1.136 -0.212
H 2.068 -0.913 -2.955
H 2.614 0.207 -1.755
H 1.518 0.736 -3.059
H -0.357 -0.624 -1.730
H 0.065 1.779 -1.677
H 1.101 1.421 -0.241
H -1.908 0.962 -0.627
H -1.193 2.172 0.567
H -1.987 -1.015 3.869
H -0.882 -1.863 2.982
H -2.350 0.724 2.582
H -0.210 -0.535 0.795
H 0.908 -2.047 -0.605
H 2.020 -0.948 0.128
*
```

These are the Mulliken partial charges, in e, on atoms 1 to 2: C -1.296; C 0.055

---

5.
Computed, not measured: an isolated ion of composition C5H14N3 and charge +1 in a non-equilibrium geometry, with wB97M-V/def2-TZVPD.

The calculation puts the frontier orbital gap at 10.193 eV.

ORCA input file:
```
! wB97M-V def2-TZVPD RIJCOSX def2/J DEFGRID3
* xyz 1 1
C 2.192 1.219 2.082
C 1.198 0.294 1.371
C 1.370 0.454 -0.155
C 0.676 -0.617 -1.000
N -2.914 -0.843 -1.696
C -1.591 -0.836 -1.832
N -0.797 -0.541 -0.866
N -0.206 0.561 1.727
H 2.480 2.108 1.500
H 1.804 1.648 3.001
H 3.098 0.658 2.314
H 1.471 -0.730 1.571
H 2.437 0.479 -0.397
H 0.971 1.440 -0.421
H 0.892 -0.412 -2.042
H 0.962 -1.623 -0.708
H -3.270 -0.353 -0.874
H -3.505 -0.633 -2.494
H -1.120 -1.248 -2.707
H -1.020 -0.194 0.102
H -0.435 0.160 2.627
H -0.435 1.545 1.712
*
```

These are the Mulliken partial charges, in e, on atoms 1 to 2: C -1.459; C 0.424

---

6.
Computed, not measured: a 2-piece molecular cluster, C5H14N3O overall in a non-equilibrium geometry, with wB97M-V/def2-TZVPD.

The calculation puts the frontier orbital gap at 10.632 eV.

ORCA input file:
```
! wB97M-V def2-TZVPD RIJCOSX def2/J DEFGRID3
* xyz 1 1
C -0.488 -1.720 1.362
C -0.728 -0.335 0.738
C 1.153 -1.329 -0.095
C -0.768 0.775 1.726
C 2.435 -1.434 -0.754
N 0.460 -0.246 -0.231
N 0.706 0.761 -1.182
N -1.679 2.150 -1.523
O 0.725 -2.188 0.821
H -0.390 -1.543 2.537
H -1.201 -2.485 1.177
H -1.663 -0.283 0.114
H 0.006 0.657 2.435
H -1.713 0.799 2.292
H -0.730 1.621 1.162
H 2.957 -0.558 -0.917
H 2.315 -1.748 -1.764
H 3.088 -2.184 -0.481
H -0.061 1.591 -1.267
H 1.578 1.087 -0.963
H -1.707 1.595 -2.388
H -1.785 3.133 -1.849
H -2.511 1.884 -0.952
*
```

These are the Mulliken partial charges, in e, on atoms 1 to 2: C -0.506; C 0.268

---

7.
Computed, not measured: an isolated ion of composition C5H14N3O and charge +1 in a non-equilibrium geometry, with wB97M-V/def2-TZVPD.

The calculation puts the frontier orbital gap at 10.464 eV.

ORCA input file:
```
! wB97M-V def2-TZVPD RIJCOSX def2/J DEFGRID3
* xyz 1 1
C 0.188 -0.075 0.000
C -1.853 1.007 0.952
C -2.006 -0.967 -0.484
C 0.662 2.175 -0.605
C 1.861 -2.022 -0.133
N -1.243 0.202 -0.113
N 0.987 0.958 -0.020
N 0.568 -1.340 0.240
O 2.193 0.673 0.575
H -1.053 1.233 1.714
H -2.346 1.900 0.645
H -2.825 0.351 1.269
H -1.956 -1.888 0.091
H -3.086 -0.912 -0.671
H -1.683 -1.406 -1.395
H 0.509 3.025 0.186
H 1.547 2.422 -1.062
H -0.116 2.221 -1.445
H 2.658 -1.955 0.630
H 2.372 -1.447 -0.834
H 1.701 -3.013 -0.325
H 0.000 -1.890 0.851
H 2.922 0.748 -0.063
*
```

These are the Mulliken partial charges, in e, on atoms 1 to 2: C 0.254; C -0.894

---

8.
Computed, not measured: C5H14N3O as an isolated structure in a non-equilibrium geometry, with wB97M-V/def2-TZVPD.

The calculation puts the frontier orbital gap at 9.455 eV.

ORCA input file:
```
! wB97M-V def2-TZVPD RIJCOSX def2/J DEFGRID3
* xyz 1 1
C -0.461 1.819 0.050
C 1.057 1.590 0.403
C -0.521 -0.425 -0.815
C 1.464 -0.671 -0.566
C -2.470 -1.146 0.508
N -0.852 0.915 -1.010
N 1.910 -1.995 -0.216
N 1.375 0.170 0.699
O -1.065 -0.888 0.352
H -1.132 1.738 1.049
H -0.528 2.852 -0.323
H 1.653 2.043 -0.321
H 1.160 2.365 1.319
H -0.730 -0.981 -1.690
H 2.184 -0.074 -1.211
H -3.049 -0.144 0.525
H -2.612 -1.619 1.463
H -2.855 -1.933 -0.125
H -0.595 1.369 -1.967
H 1.728 -2.535 -1.017
H 1.416 -2.492 0.506
H 2.365 0.233 1.173
H 0.554 -0.193 1.212
*
```

These are the Mulliken partial charges, in e, on atoms 1 to 2: C -0.687; C -0.691

---

9.
Computed, not measured: C5H14N3P as an isolated structure in a non-equilibrium geometry, with wB97M-V/def2-TZVPD.

The calculation puts the frontier orbital gap at 9.004 eV.

ORCA input file:
```
! wB97M-V def2-TZVPD RIJCOSX def2/J DEFGRID3
* xyz 0 1
C 4.083 0.389 -0.111
C 2.833 -0.573 -0.172
C 1.532 0.159 0.103
C 0.316 -0.791 0.136
C -0.829 -0.015 0.798
N -4.546 -0.108 -0.309
N -3.277 0.296 -0.220
N -5.378 0.858 -0.656
P -2.473 -1.015 0.445
H 3.974 1.122 -0.893
H 4.999 -0.196 -0.252
H 3.997 0.904 0.923
H 2.846 -0.964 -1.147
H 3.009 -1.266 0.752
H 1.410 0.826 -0.754
H 1.572 0.840 1.063
H 0.694 -1.640 0.755
H 0.012 -1.055 -0.901
H -0.586 0.114 1.849
H -0.859 0.933 0.311
H -5.041 1.824 -0.594
H -6.329 0.852 -0.217
H -1.962 -1.495 -0.908
*
```

These are the Mulliken partial charges, in e, on atoms 1 to 2: C -1.201; C -0.304

---

10.
Computed, not measured: C5H14N4 as an isolated structure in a non-equilibrium geometry, with wB97M-V/def2-TZVPD.

The calculation puts the frontier orbital gap (spin up / spin down) at 7.395 / 7.395 eV.

ORCA input file:
```
! wB97M-V def2-TZVPD RIJCOSX def2/J DEFGRID3
* xyz 0 1
C -0.421 -1.181 -0.458
C 0.085 1.019 -2.052
C 1.657 0.912 -0.190
C 0.133 -2.527 -0.089
N 0.364 0.593 -0.710
H -0.441 -1.162 -1.547
H -1.446 -1.064 -0.123
H 0.342 0.226 -2.778
H -0.993 1.200 -2.127
H 0.660 1.891 -2.391
H 2.444 0.624 -0.910
H 1.746 2.006 -0.107
H 1.904 0.354 0.721
H -0.149 -2.901 0.896
H 1.217 -2.567 -0.226
H -0.318 -3.282 -0.747
C -1.209 1.145 1.520
N -0.396 0.002 1.652
N 0.110 -0.489 2.659
N -2.402 1.007 1.098
H 0.681 0.193 3.193
H -2.813 1.912 0.875
H -0.756 2.091 1.842
*
```

These are the Mulliken partial charges, in e, on atoms 1 to 2: C -0.151; C -1.106

---

11.
Computed, not measured: a 2-piece molecular cluster, C5H14NO overall in a non-equilibrium geometry, with wB97M-V/def2-TZVPD.

The calculation puts the frontier orbital gap at 10.404 eV.

ORCA input file:
```
! wB97M-V def2-TZVPD RIJCOSX def2/J DEFGRID3
* xyz 1 1
C 2.738 1.153 -0.891
C 1.318 1.766 -1.164
C 0.299 0.625 -1.625
C -0.078 -0.341 -0.466
C -1.323 -0.670 -0.235
N -1.971 -1.649 0.596
H 3.503 1.829 -1.336
H 3.024 0.216 -1.505
H 2.955 1.064 0.123
H 1.435 2.551 -1.931
H 0.817 2.281 -0.333
H 0.963 0.042 -2.306
H -0.645 0.899 -2.132
H 0.716 -0.445 0.298
H -2.047 -0.077 -0.831
H -2.444 -2.471 -0.039
H -2.799 -1.258 1.121
H -1.426 -2.126 1.317
H -1.040 -0.677 3.545
H -2.166 -1.394 4.343
O -1.831 -1.317 3.453
*
```

These are the Mulliken partial charges, in e, on atoms 1 to 2: C -1.121; C -0.498

---

12.
Computed, not measured: a 2-piece molecular cluster, C5H14NO overall in a non-equilibrium geometry, with wB97M-V/def2-TZVPD.

The calculation puts the frontier orbital gap at 10.313 eV.

ORCA input file:
```
! wB97M-V def2-TZVPD RIJCOSX def2/J DEFGRID3
* xyz 1 1
C 0.359 0.866 0.784
C -1.105 1.276 0.564
C -1.923 0.332 -0.336
C -1.740 -1.589 1.275
C -1.890 -1.117 0.055
N 0.993 0.439 -0.508
H 0.403 0.039 1.478
H 0.880 1.749 1.133
H -1.578 1.332 1.538
H -1.136 2.272 0.133
H -1.599 0.414 -1.387
H -2.939 0.725 -0.321
H -1.560 -0.982 2.149
H -1.813 -2.651 1.476
H -2.058 -1.839 -0.738
H 0.904 1.214 -1.164
H 1.978 0.244 -0.319
H 0.529 -0.378 -0.906
H 4.314 -0.288 -0.557
H 4.173 -0.823 -1.965
O 3.700 -0.295 -1.302
*
```

These are the Mulliken partial charges, in e, on atoms 1 to 2: C -0.663; C -0.694

---

Calculated energy, -19225.7117 -16266.1289 -9872.3277 -9876.2585 -9876.6689 -11921.8814 -11919.8728 -11920.3778 -19167.9518 -11365.3359 -8941.4371 -8942.9337 eV (same order as the records).
Calculated energy relative to the best compared isomer or geometry (same formula, charge and spin), 152.9 388.9 466.9 87.6 48.0 243.7 437.5 388.8 117.6 682.9 248.1 103.7 kJ/mol (same order as the records).